Record 1
{"formula": "C4H9O3", "method": "ωB97M-V/def2-TZVPD", "species": ["C", "C", "O", "H", "H", "H", "H", "H", "H", "C", "C", "O", "O", "H", "H", "H"], "xyz": [[0.656498, 0.179671, -1.714037], [0.797320, -0.221832, -3.189544], [1.266011, -0.842479, -0.936294], [1.131207, 1.134167, -1.468540], [-0.406088, 0.239787, -1.497692], [1.188838, -1.223318, -3.269536], [1.028907, -0.702605, -0.011204], [1.509965, 0.445216, -3.675510], [-0.091666, 0.098306, -3.733194], [-0.877582, 0.542091, 3.306384], [-1.161424, -0.464496, 2.117354], [-2.153645, -1.166254, 2.450416], [-0.527482, -0.357798, 1.093643], [-0.036741, 0.152291, 3.866300], [-1.767043, 0.752756, 3.890956], [-0.557082, 1.434494, 2.770498]], "forces_ev_per_a": [[0.105, -0.699, -0.145], [0.567, 2.108, 0.183], [0.203, -0.047, 0.054], [-0.113, 0.127, -0.256], [-0.198, 0.105, 0.353], [-0.563, -0.407, -0.263], [-0.085, -0.019, -0.233], [0.592, -0.159, 0.106], [-0.368, -1.064, -0.039], [-0.198, -0.013, -0.465], [0.698, 1.455, -0.507], [-0.427, -0.553, 0.326], [-0.206, -0.505, 0.341], [-0.103, -0.173, 0.284], [0.184, -0.140, 0.255], [-0.088, -0.016, 0.006]], "mulliken_charge": [-0.039, -0.997, -0.541, 0.248, 0.179, 0.311, 0.366, 0.254, 0.291, -0.793, 0.680, -0.263, -0.561, 0.261, 0.330, 0.275], "s2": 0.755, "relative_energy_kj_mol": 42.72, "homo_energy_ev": [-9.53, -9.52], "orbital_gap_ha": [0.3730, 0.2197], "lumo_ev": [0.62, -3.55], "total_charge": 0, "spin_multiplicity": 2}

Record 2
{"formula": "CH4O2", "method": "ωB97M-V/def2-TZVPD", "species": ["O", "C", "H", "H", "H", "H", "O"], "xyz": [[-1.707391, 0.815652, 0.770806], [-0.559938, 0.388901, 0.427160], [0.030061, 1.307833, 0.230463], [-0.054831, -0.263213, 1.163634], [-0.413310, -0.294489, -0.630181], [1.724326, -1.200365, -1.196027], [0.981084, -0.754321, -0.765855]], "forces_ev_per_a": [[0.621, -1.700, -1.121], [-1.697, 4.302, 4.757], [0.581, -0.691, -1.532], [-0.331, -1.022, -0.819], [2.810, -1.865, -2.031], [-1.181, -0.495, -1.429], [-0.803, 1.471, 2.176]], "mulliken_charge": [-0.302, -0.183, 0.280, 0.252, 0.352, 0.276, -0.675], "relative_energy_kj_mol": 551.04, "homo_energy_ev": -10.51, "orbital_gap_ha": 0.2628, "lumo_ev": -3.35, "total_charge": 0, "spin_multiplicity": 1}